1.
The following is a DFT calculation (the ωB97M-V functional and the def2-TZVPD basis) of one molecule with the formula C5H8N4O2S.

Calculated values
- SMILES = CCOC(=O)c1n[nH]s/c1=N/N
- E_LUMO (eV) = 0.16
- ΔE to the lowest compared entry with this formula, charge and spin (kcal/mol) = 68.52

Geometry (Å):
1 C 2.198982 1.157921 1.863664
2 C 0.818281 1.764093 1.658806
3 C -0.150509 0.437044 -0.037860
4 C -1.206596 -0.549066 -0.344360
5 C -1.263828 -1.435235 -1.534969
6 H 2.598717 0.767741 0.916408
7 H 2.921285 1.866895 2.211897
8 H 2.155502 0.371931 2.587447
9 H 0.418921 2.180840 2.571575
10 H 0.836932 2.550234 0.883911
11 H -3.801348 -1.800688 0.694863
12 H 0.899353 -0.315071 -2.250532
13 H 1.126284 -1.434679 -3.538095
14 N -2.230134 -0.614469 0.455701
15 N -3.232403 -1.336554 -0.021756
16 N -0.476447 -1.767120 -2.478156
17 N 0.784704 -1.285207 -2.581232
18 O -0.128959 0.758891 1.266919
19 O 0.592489 0.923946 -0.860721
20 S -2.861228 -2.241448 -1.463513

Cartesian forces (eV/Å) of the 6 atoms listed first:
-0.26 -0.10 -0.99
0.53 0.40 -0.62
0.23 0.26 0.70
-0.65 -0.22 0.11
0.19 -0.14 -0.45
-0.26 -0.01 0.27


2.
The following is a DFT calculation (the ωB97M-V functional and the def2-TZVPD basis) of C4H6O2 as an isolated structure.

Calculated values
- E_LUMO (eV) = 0.96
- ΔE to the lowest compared entry with this formula, charge and spin (kcal/mol) = 85.02

Geometry (Å):
1 O -0.584017 1.033270 -1.599624
2 C -0.094949 1.101994 -0.300561
3 C -0.356325 0.100795 0.812321
4 C -0.329943 -1.300566 0.222208
5 O 0.849877 -1.018319 -0.564285
6 C 0.987406 0.208583 0.165282
7 H -0.205260 0.229124 -1.992466
8 H -0.010656 2.125515 0.050390
9 H -0.791055 0.353403 1.771303
10 H -0.058670 -2.081308 0.942313
11 H -1.315160 -1.165447 -0.184922
12 H 1.908747 0.412957 0.678037

Cartesian forces (eV/Å) of the 6 atoms listed first:
0.01 -0.31 0.04
0.19 0.23 0.40
0.40 0.13 0.52
-0.71 1.18 1.00
-0.19 0.06 0.28
0.78 0.55 0.03


3.
The following is a DFT calculation (the ωB97M-V functional and the def2-TZVPD basis) of C25H22NiO3PS as an isolated structure.

Calculated values
- E_LUMO (alpha / beta) (eV) = -2.80 / -3.68
- total charge = +1
- ⟨S²⟩ = 2.01
- ΔE to the lowest compared entry with this formula, charge and spin (kcal/mol) = 0.00
- multiplicity = 3

Geometry (Å):
1 Ni -0.024107 1.703120 0.310347
2 C -0.616082 5.126516 -0.130937
3 C 0.412981 4.092823 0.212946
4 C 1.194764 3.482322 -0.784582
5 C 2.103056 2.470751 -0.475471
6 C 2.260865 2.048841 0.852965
7 C 1.492978 2.643200 1.856317
8 C 0.580617 3.656386 1.533058
9 H -0.644560 5.910719 0.623874
10 H -1.606306 4.667614 -0.175837
11 H -0.411747 5.577514 -1.099651
12 H 1.057286 3.781830 -1.815555
13 H 2.674150 2.000021 -1.264246
14 H 2.951037 1.252395 1.095739
15 H 1.591303 2.316214 2.882198
16 H -0.036364 4.083003 2.313049
17 O -3.819569 2.149311 -0.125305
18 S -2.572011 1.479860 -0.004587
19 O -1.545847 1.808717 -1.048456
20 O -1.832426 1.676748 1.280926
21 C -2.833678 -0.268190 -0.120361
22 C -4.136659 -0.721215 -0.236911
23 C -4.380644 -2.086236 -0.298428
24 C -3.326666 -2.983785 -0.237578
25 C -2.022579 -2.522208 -0.123796
26 C -1.755258 -1.159081 -0.065515
27 P -0.022733 -0.594112 0.009162
28 C 0.754019 -1.522592 1.349443
29 C -0.002005 -1.882971 2.464412
30 C 0.613384 -2.474306 3.557051
31 C 1.982822 -2.699265 3.548702
32 C 2.742075 -2.327342 2.447787
33 C 2.132856 -1.735569 1.351637
34 C 0.717787 -1.136200 -1.548989
35 C 1.246546 -2.416561 -1.712058
36 C 1.744452 -2.807971 -2.943786
37 C 1.709572 -1.930472 -4.020098
38 C 1.172416 -0.661073 -3.867172
39 C 0.677323 -0.262796 -2.634220
40 H -4.944351 -0.004054 -0.277210
41 H -5.396812 -2.444222 -0.391145
42 H -3.514925 -4.048040 -0.280295
43 H -1.207928 -3.234100 -0.074569
44 H -1.071057 -1.706900 2.479009
45 H 0.021003 -2.761110 4.415479
46 H 2.459231 -3.165240 4.400778
47 H 3.809421 -2.503788 2.438940
48 H 2.730693 -1.454735 0.492942
49 H 1.282319 -3.105291 -0.877165
50 H 2.158373 -3.799915 -3.065803
51 H 2.096643 -2.241251 -4.981258
52 H 1.130461 0.016782 -4.709196
53 H 0.223905 0.715898 -2.526577

Cartesian forces (eV/Å) of the 6 atoms listed first:
-0.15 -0.05 -0.10
-0.01 0.00 0.00
0.03 0.01 0.00
-0.02 0.01 0.01
0.05 -0.01 0.00
0.02 0.01 0.01


4.
The following is a DFT calculation (the ωB97M-V functional and the def2-TZVPD basis) of an isolated ion of composition C5H6Br2N3O4 and charge +1.

Calculated values
- SMILES = C/C(=C\C=[N+]=C(Br)Br)N(O)O[N+](=O)[O-]
- E_LUMO (eV) = -5.09
- total charge = +1
- ΔE to the lowest compared entry with this formula, charge and spin (kcal/mol) = 18.34

Geometry (Å):
1 C 0.042867 0.737081 1.212697
2 C 1.438129 1.016647 1.366739
3 C 0.096620 0.128653 -1.255310
4 C -0.577514 0.348951 0.039746
5 C 3.474659 0.342708 0.179973
6 N -2.533059 -2.022202 -1.083679
7 N -1.892333 0.093331 0.077636
8 N 2.455207 0.947301 0.555171
9 O -1.637047 -2.347942 -0.410046
10 O -3.210288 -2.457385 -1.873535
11 O -2.725197 -0.426948 -0.894427
12 O -2.509473 0.290063 1.286253
13 Br 4.515995 1.109761 -1.182419
14 Br 4.055375 -1.273757 1.013638
15 H -0.647784 0.856304 2.034373
16 H 1.835599 1.377231 2.240897
17 H 1.093755 0.396400 -1.045827
18 H -0.074601 -1.034720 -1.368220
19 H -2.819872 1.204357 1.252318
20 H -0.381036 0.714169 -2.145983

Cartesian forces (eV/Å) of the 6 atoms listed first:
1.93 0.73 0.44
-2.20 -1.04 -1.30
-2.20 -1.56 -1.04
-0.95 -0.59 -1.39
0.04 0.21 0.40
2.38 2.10 2.29